1.
C14H15BrO2 | ωB97M-V with the def2-TZVPD basis set

Computed properties:
HOMO energy	-8.755	eV
energy above the lowest of the compared OMol25 structures with the same formula, charge and spin	48.4	kJ/mol
electronic energy	-3266.9400	Eh
spin multiplicity	1
SMILES	O=C1Cc2cc(Br)c(C3CCCCC3)cc2O1

```
32
Properties=species:S:1:pos:R:3:lowdin_charge:R:1
O -0.691 -2.473 -5.381 0.16
Br 0.700 3.471 -0.852 0.76
C -0.338 -0.674 -0.901 0.06
H -0.724 -1.547 -0.358 0.13
H 2.145 -0.983 3.363 0.14
C -0.066 -0.510 3.757 -0.20
H -1.814 -0.465 1.449 0.13
H -1.941 1.204 1.241 0.11
H 1.676 0.648 3.270 0.09
C 0.095 -0.328 -4.615 -0.02
H 0.587 2.123 -3.408 0.10
C -0.451 -1.711 -4.506 -0.39
H -0.838 1.595 3.586 0.14
C -1.123 0.526 3.214 -0.20
H -0.545 0.296 -5.311 0.17
H -0.582 -1.464 3.653 0.11
H -2.010 0.126 3.648 0.09
H 0.195 -0.393 4.860 0.13
C -0.393 -0.884 -2.356 -0.11
H 2.110 -0.432 1.203 0.11
C 0.151 0.634 1.003 -0.30
C 0.397 1.641 -1.283 -0.59
H 0.626 1.591 1.377 0.14
O -0.739 -2.024 -3.117 0.08
C 0.016 0.192 -3.202 -0.16
C -1.255 0.503 1.703 -0.15
C 1.097 -0.433 1.558 -0.18
H 1.125 -0.402 -4.878 0.13
H 0.792 -1.473 1.314 0.12
C 0.416 1.397 -2.649 -0.10
C 0.128 0.548 -0.454 -0.25
C 1.255 -0.298 3.073 -0.23
```

=====

2.
C29H29BBrCl2N8O4RhS3 | ωB97M-V with the def2-TZVPD basis set

Computed properties:
HOMO energy	-7.908	eV
energy above the lowest of the compared OMol25 structures with the same formula, charge and spin	112.9	kJ/mol
electronic energy	-6686.0449	Eh
spin multiplicity	1

```
78
Properties=species:S:1:pos:R:3:lowdin_charge:R:1
C 1.885 5.687 0.227 -0.98
C -1.420 1.812 -1.668 -0.21
H 4.394 -1.607 3.170 0.08
H -5.585 1.581 -1.814 0.15
C -2.770 1.669 -1.953 -0.05
H -1.603 -4.869 1.051 0.08
Br -2.838 1.574 -6.096 0.75
O 0.790 1.987 -2.320 -0.21
Cl 3.406 5.735 -0.699 0.58
H 1.981 1.459 -3.938 0.10
C 4.842 -2.516 -0.768 -0.07
C -6.915 1.479 0.797 -0.02
H -0.346 -3.181 3.490 0.12
H -3.825 1.572 3.228 0.11
C -0.912 1.819 -4.023 -0.04
Rh 1.261 1.341 -0.058 0.48
O 1.612 3.382 -0.237 -0.25
N 4.051 -1.345 0.934 0.02
H 2.390 -3.370 3.186 0.12
N 0.046 -1.141 2.914 -0.10
N -5.068 1.563 -0.955 0.18
H 3.068 -4.571 -1.702 0.10
C 0.392 -2.439 3.218 -0.06
C 0.889 -2.407 -0.643 -0.74
H -0.598 -6.319 0.805 0.08
C -3.195 1.597 -3.286 -0.08
N 0.079 -3.146 0.137 0.10
O 1.128 4.173 1.851 0.00
H 5.018 0.226 -2.572 0.07
H -0.258 -5.215 2.141 0.07
H 5.227 -1.445 -3.120 0.09
H 2.683 2.554 -2.719 0.07
C 1.793 2.310 -3.284 -0.03
N 2.199 -1.286 2.675 0.02
C -0.499 1.882 -2.713 -0.24
C -7.080 1.458 2.171 -0.09
C 1.160 -0.442 2.595 -0.63
C -5.978 1.486 3.042 -0.09
C -4.504 1.552 1.179 -0.20
C -3.712 1.606 -0.833 -0.22
N 1.962 -2.883 -1.283 0.06
S 0.447 -0.715 -0.927 0.68
H -1.576 -0.307 1.876 0.07
H -4.242 1.474 -3.534 0.10
C 4.004 -0.547 -0.144 -0.63
Cl 0.532 6.355 -0.737 0.57
C 2.194 -4.192 -1.174 -0.14
H 5.236 -3.258 -1.446 0.12
B 3.714 -0.930 2.423 -0.42
C 4.568 -2.567 0.550 -0.06
O -0.938 1.879 -0.404 -0.07
C -2.270 1.675 -4.292 -0.67
C 1.728 -2.526 3.063 -0.05
H 3.869 0.249 2.531 0.05
H 2.007 6.320 1.086 0.05
H 1.483 3.175 -3.868 0.11
C 1.511 4.272 0.698 -0.75
C -0.592 -5.270 1.100 -0.03
N -3.337 1.600 0.423 0.16
S 3.569 1.142 -0.220 0.72
C -1.320 -0.615 2.886 -0.02
C 1.390 -5.039 -0.446 -0.02
H 4.718 -3.365 1.260 0.12
C 0.323 -4.457 0.226 -0.33
C 4.587 -0.766 -2.565 -0.02
C -4.682 1.535 2.562 -0.01
H -1.412 0.241 3.548 0.08
H -0.202 1.867 -4.836 0.11
H -1.998 -1.404 3.205 0.09
N 4.469 -1.259 -1.195 -0.11
H 3.605 -0.728 -3.028 0.09
H 1.581 -6.104 -0.395 0.11
C -5.606 1.525 0.327 -0.18
H -8.082 1.424 2.586 0.10
H -1.701 1.776 0.241 0.08
H -6.152 1.477 4.111 0.10
H -7.766 1.467 0.126 0.11
S 1.195 1.276 2.259 0.75
```

=====

no.,molecular weight (g mol⁻¹)
1,295.176
2,914.332